C71H145N7O11 | the ωB97M-V functional and the def2-TZVPD basis

The structure (SMILES) is CC1(C)CCCC(C)(C)N1O.CC1(C)CCCC(C)(C)N1O.CC1(C)CCCC(C)(C)N1O.CC1(C)CCCC(C)(C)N1O.CC1(C)CCCC(C)(C)N1O.CC1(C)CCCC(C)(C)N1O.CC1(C)CCCC(C)(C)N1O.O=C1CCCO1.O=C1CCCO1. The value obtained for the frontier orbital gap is 8.9642 eV. The strongest force on any atom comes out at 3.71 eV/Å. For the electronic energy, the calculation gives -4002.8072 a.u. The calculation puts the energy above the lowest of the compared OMol25 structures with the same formula, charge and spin at 0.0 kJ/mol.

```
! RIJCOSX wB97M-V def2-TZVPD def2/J DEFGRID3
* xyz 0 1
O -1.31864 -1.29871 2.58156
O 0.22009 2.36093 4.50988
O -0.56555 2.33912 0.26285
O -2.55880 -2.73414 -2.12029
O -2.18485 3.52266 1.22919
O 0.21506 0.90653 2.86711
O -5.12266 2.63820 7.26639
O 4.66962 1.58866 0.59355
O 0.61488 -4.37497 -3.58558
O -3.72040 2.32921 -6.39206
O 5.26539 4.96373 -1.36019
N -0.93590 -2.67146 2.90758
N 1.71887 -3.59892 -4.01981
N -3.24688 2.83558 -5.10223
N 5.89487 0.99402 1.04648
N -3.75628 -3.54350 -1.97069
N 4.30488 3.92166 -1.67065
N -4.99806 1.60697 6.21643
C 2.94061 -3.84216 -3.19393
C 4.08801 -2.98394 -3.71883
C -1.66915 0.23556 -0.29327
C 7.49635 0.56688 2.85958
C 6.92203 -1.20105 1.34575
C 3.68738 2.10219 -3.24300
C -3.35946 -2.98958 0.53850
C -6.27318 1.63308 5.45694
C -7.38115 1.06887 6.42203
C 2.71240 5.01784 -0.16750
C -2.93764 -5.07963 -3.67715
C 4.74056 3.23584 -2.93566
C -3.76941 0.98960 4.13125
C -1.85123 3.24304 -5.24942
C -1.27632 -2.98642 4.28867
C 2.51693 -1.32896 -4.63344
C 2.81010 5.80589 -2.59176
C 5.65777 -0.75326 -0.66237
C -3.64470 1.71623 -4.22110
C -3.33863 3.30435 5.12922
C 0.66079 -4.77620 4.04251
C -3.16402 0.30576 -4.55287
C -1.71451 2.45582 -2.81792
C -6.17325 0.69091 4.25044
C 5.74526 -0.45874 0.80977
C 6.06694 2.43666 -2.58831
C -0.33158 0.94112 -0.07231
C 0.41358 -2.92268 2.41742
C -5.01240 -1.76529 -0.87058
C 3.33032 -5.31910 -3.36193
C -2.58620 1.33373 6.33150
C -4.30551 -3.11178 -0.65181
C 0.79198 -4.42031 2.55204
C 0.42714 -2.61285 0.89677
C 1.30095 -2.14250 -4.18302
C 0.26575 -2.15298 -5.30929
C -2.12441 -5.39490 -1.33768
C -5.05751 1.12623 3.34565
C -5.51020 -4.11168 -0.38157
C -6.74772 3.04376 4.86760
C -0.72822 -4.40054 4.52224
C 5.03407 1.17044 3.48218
C 1.99777 3.45451 -2.02290
C 1.38373 3.00849 2.55770
C -4.58905 -5.76258 -1.95005
C -2.62791 1.26788 0.39576
C 1.73798 3.93147 3.67816
C -0.70027 -2.08020 5.36330
C -3.20141 2.09593 -2.84750
C -0.92102 2.13600 -5.88878
C 6.25567 1.42366 2.47444
C 6.68021 2.86079 2.46739
C 1.53337 -2.20946 3.14774
C 2.70249 -3.45481 -1.71969
C -2.79390 -3.11488 4.33596
C 0.62039 3.72580 4.70084
C 2.28262 2.68966 -3.28361
C -3.70917 1.81840 5.43561
C -5.16887 -5.57563 -0.52378
C 7.19743 -0.92655 2.77932
C 3.75079 -1.45926 -3.80905
C 4.44147 -1.06819 1.41461
C 2.97648 4.57703 -1.65531
C -5.11571 1.65766 -4.34872
C -1.46111 3.52789 -3.80843
C -1.92420 4.54658 -6.16030
C -1.79152 2.55550 0.67659
C 0.68170 -1.52172 -2.91477
C 0.58225 1.97419 3.25188
C 5.01895 4.12341 -4.15262
C -3.29941 -4.93053 -2.21119
H 6.97401 3.21078 3.43046
H 0.72661 3.42314 1.77139
H -0.78875 -0.65406 3.07668
H -3.31680 -2.15598 4.35081
H -2.83319 0.29618 6.62882
H 1.59099 -2.41677 4.23376
H 6.43087 -1.28333 3.53221
H 2.72552 -1.50250 -5.68392
H -3.73411 2.94459 -2.47791
H 1.63085 1.83238 -3.40913
H 2.40109 5.60830 -3.59715
H -2.33561 3.26283 4.72977
H 2.09696 6.49717 -2.07327
H -2.29898 -0.01634 -3.97227
H 0.96837 3.76536 5.73383
H -5.84094 -3.95309 0.67548
H -5.56979 2.65053 -4.31237
H 4.22580 -2.01190 0.86980
H 3.26476 5.86429 0.20222
H 6.65839 -0.51635 -1.04049
H 0.24161 1.09468 -0.95905
H 2.69629 3.63080 4.15624
H -3.92749 -0.38324 -4.26574
H 3.76746 6.37091 -2.68748
H 6.23263 1.65103 -3.31800
H -5.61242 1.10744 -3.52693
H 3.45851 -3.83448 -1.05734
H 3.95577 1.62017 -4.18362
H -2.80599 0.84390 1.33751
H 4.23189 1.86535 3.44635
H 4.87118 -0.20955 -1.19927
H -2.48455 -5.65790 -0.34440
H 1.74850 -3.84668 -1.44846
H 0.90143 -5.76705 4.33849
H 4.59830 -0.85604 -4.11596
H -5.67490 -1.88462 -1.72965
H -0.75028 -2.43526 -5.11765
H -0.11198 -3.39570 0.41412
H 0.21956 -5.08274 1.84313
H -3.56690 1.42796 -0.09704
H 1.00131 3.90122 -2.21537
H 4.89170 1.88760 -0.32438
H -4.11086 3.90742 4.58690
H 3.53238 -1.24077 -2.80125
H -2.56470 1.95233 7.25408
H -3.29516 -3.64885 5.19798
H -2.98526 -3.98063 0.91843
H -5.46802 1.17303 -5.19677
H 1.39844 -4.21492 4.58115
H -6.18918 -6.02127 -0.46979
H 6.88146 3.15426 -2.57565
H 2.63890 -2.38491 2.79424
H -6.33752 -3.84629 -1.08972
H 3.60813 -0.36807 1.31565
H -4.08561 3.06961 -6.82221
H 2.22988 2.58352 2.03898
H 1.44477 -2.71196 0.54264
H -7.98416 1.91618 6.81116
H 0.09681 -0.61660 -3.10485
H 0.22103 0.52456 0.70615
H 4.39262 -1.36085 2.43589
H -1.85547 4.50849 -3.61577
H -0.27733 4.35404 4.58487
H 2.55511 -2.40949 -1.47192
H -2.09294 4.31062 -7.21567
H 5.83072 4.60733 -0.65320
H 6.13531 1.95804 -1.61666
H -6.05168 -0.33209 4.58732
H 4.54734 -3.42042 -4.65671
H 1.30982 -1.13418 2.98361
H -1.80961 0.19811 -1.40525
H -4.48875 -5.94218 0.23713
H 2.01780 4.94896 3.40303
H -0.34155 3.66039 -3.87214
H -1.51514 1.83668 -6.78464
H -2.74653 -6.15487 -3.92055
H -0.71035 1.32450 -5.22493
H 6.75858 -2.22259 1.06985
H 0.20867 -2.56420 5.76314
H 1.38902 -1.17302 -2.23510
H 1.88111 2.74088 -1.13299
H -6.33797 3.77849 5.53019
H -2.41432 -2.63656 0.14544
H -1.38506 -1.92571 6.18598
H 7.91402 0.95152 3.81569
H -5.24966 2.15961 3.07347
H -3.76643 -0.02351 4.44297
H -1.74363 -0.77299 0.12153
H -5.35730 -5.37198 -2.63272
H -3.46674 1.27771 -2.21229
H -4.33186 -6.79966 -2.11894
H 2.15036 -0.28422 -4.62776
H 0.22118 -4.71353 -4.37243
H 1.57949 5.11694 -0.11828
H 0.52385 -2.71542 -6.24716
H -1.98262 -4.58939 -3.92727
H 8.19044 0.83090 2.03054
H -1.45253 -5.03356 3.95218
H -3.15832 -3.61281 3.45844
H 1.82727 -4.56277 2.22772
H -2.69080 -2.31566 -3.00658
H 3.00038 4.22675 0.48947
H -5.05512 0.54444 2.48423
H -2.68286 5.27991 -5.78803
H -3.78906 -4.65603 -4.21422
H -2.83462 1.21354 3.58738
H 3.82304 1.28139 -2.48469
H -1.22501 1.48815 -2.98075
H -7.15541 0.72401 3.75051
H 7.56277 2.95444 1.77252
H 4.70783 0.16369 3.28544
H 0.10798 -2.29228 -2.41433
H 5.43080 -1.81312 -0.68682
H 2.12109 3.35168 -4.15771
H -4.74765 2.19968 8.06007
H 8.18427 -1.40419 3.03583
H -0.43179 -1.09813 5.00854
H 0.00496 -1.62287 0.64393
H 7.86732 -0.95737 0.74841
H -0.93995 5.12819 -6.12515
H -1.40680 2.69396 -1.75997
H -1.65835 1.39016 5.78695
H -3.65409 -2.39513 1.41615
H 5.45806 1.21596 4.52035
H -2.93785 0.32991 -5.59121
H 2.68408 -5.87666 -2.68497
H -6.19424 3.22720 3.92996
H -3.03283 3.83376 6.03294
H 3.28703 -5.61771 -4.44319
H 4.07740 4.47090 -4.46513
H 4.94000 -3.18769 -2.99563
H 0.07111 2.50529 -6.23752
H -0.82866 -4.63947 5.60032
H 4.28377 -5.55188 -3.02682
H 5.79134 3.41190 2.10353
H -1.42570 -4.53645 -1.29510
H 0.14694 -1.16770 -5.73735
H -7.85257 3.11831 4.77242
H -1.62552 -6.24283 -1.89798
H -5.61772 -1.47364 0.00204
H -8.11239 0.43043 5.95452
H 5.57350 5.00790 -3.93506
H -4.24117 -1.01816 -1.22820
H -6.87335 0.53601 7.21402
H 5.41619 3.46666 -4.94854
*
```

=====

C22H26N7O6Si | the ωB97M-V functional and the def2-TZVPD basis

The value obtained for the frontier orbital gap is 6.3718 eV. The strongest force on any atom comes out at 2.57 eV/Å. For the electronic energy, the calculation gives -1977.6217 a.u.

```
! RIJCOSX wB97M-V def2-TZVPD def2/J DEFGRID3
* xyz 1 1
Si -5.45470 0.55634 -3.68153
O 0.87347 -1.02290 4.68672
O -0.71189 -2.42978 4.33338
O 0.13081 2.80642 -0.84501
O 1.46950 1.38751 -1.75756
O 8.10452 -4.16211 5.66749
O 6.96878 -5.25673 7.12714
N -2.49307 -1.82002 -2.53879
N -2.94733 -0.65391 -2.97609
N 0.02002 -1.52908 3.98473
N -4.63067 -1.94652 -2.71657
N 7.06502 -4.46390 6.21502
N 1.11784 2.52705 -1.50280
N -4.23241 -0.73027 -3.08600
C -4.61761 2.21470 -3.82904
C 3.49957 5.69143 -2.93968
C 0.60249 0.44949 0.87184
C 0.72024 -0.01927 2.17126
C 3.83618 4.37904 -3.24473
C 1.58313 4.93026 -1.70666
C 4.63347 -4.11575 6.36118
C -5.91841 -0.02789 -5.40585
C 2.37374 5.96603 -2.17408
C 3.47713 -3.49232 5.92052
C 4.74249 -2.31218 4.24836
C 5.90409 -2.92884 4.68397
C 5.83133 -3.82011 5.73764
C -3.51538 -2.61632 -2.37189
C 3.52977 -2.58939 4.86702
C -0.12460 -1.02045 2.61435
C -6.93074 0.59797 -2.54798
C -0.36814 -0.09092 0.03202
C -1.20976 -1.09104 0.50282
C -1.09308 -1.56393 1.79915
C 1.93873 3.62868 -2.01382
C 3.05331 3.33617 -2.77985
H -7.50489 1.49979 -2.73676
H -4.96576 2.66463 -4.75383
H 4.11783 6.50322 -3.29854
H -3.47899 -3.63166 -2.02544
H 0.70774 5.13991 -1.11049
H 4.78398 -1.61057 3.42612
H 1.47110 0.39427 2.82840
H 4.71174 4.16838 -3.84236
H 4.59646 -4.81843 7.18008
H -6.73320 -0.74386 -5.31643
H -5.07104 -0.56284 -5.83256
H 1.25958 1.21990 0.52226
H -4.81252 2.87988 -2.99639
H -6.66776 0.57081 -1.49424
H 3.31388 2.31447 -3.01214
H 2.62077 -2.10105 4.53204
H 6.84881 -2.71377 4.20749
H 2.11393 6.98841 -1.93860
H -1.96200 -1.50633 -0.14831
H -7.59914 -0.23365 -2.77109
H -1.74715 -2.34310 2.16187
H -3.54408 2.06322 -3.94325
H -6.16929 0.80804 -6.04509
H -0.46219 0.26198 -0.98139
H -5.58836 -2.27138 -2.71933
H 2.53273 -3.70772 6.40128
*
```

=====

C3H2N4O | the ωB97M-V functional and the def2-TZVPD basis

The structure (SMILES) is O=c1cnnncn1. The value obtained for the frontier orbital gap is 8.0869 eV. The strongest force on any atom comes out at 5.92 eV/Å. For the electronic energy, the calculation gives -409.5805 a.u. The calculation puts the energy above the lowest of the compared OMol25 structures with the same formula, charge and spin at 387.7 kJ/mol.

```
! RIJCOSX wB97M-V def2-TZVPD def2/J DEFGRID3
* xyz 0 1
O -2.40873 -0.00505 0.60596
N 1.46101 -0.63837 0.68103
N -0.59728 -1.07720 -0.35334
N 1.59215 0.54585 0.63634
N 0.97388 1.31153 -0.24601
C -0.36427 1.26681 -0.32013
C -1.25745 -0.01034 0.25670
C 0.58077 -1.48459 -0.22778
H -1.13170 2.33405 -0.37287
H 1.15162 -2.24270 -0.65989
*
```

=====

no.,LUMO (eV)
1,0.51
2,-4.60
3,-1.30